1.
72
Properties=species:S:1:pos:R:3:forces:R:3 method="wB97M-V/def2-TZVPD" lumo_ev="-6.28 / -9.06" e_above_lowest_ev=1.714 total_charge=+2 spin_multiplicity=5 gap_ev="6.934 / 4.473" total_energy_ev=-76814.870
Ir 12.825422 14.282258 7.555341 -0.055 1.342 0.624
N 16.181255 14.907242 6.225890 2.382 0.174 1.550
C 16.252961 14.759830 7.561288 -1.451 0.615 -1.035
N 15.174636 14.484768 8.284895 -0.837 -0.339 -2.432
C 15.396866 14.376677 9.551988 0.635 -1.301 3.194
C 16.801771 14.616177 9.856895 -1.256 0.156 1.484
S 17.666517 15.079554 8.517330 0.337 -0.174 -0.278
C 14.253891 13.858149 10.421132 3.043 1.574 -1.260
C 14.273029 13.444165 11.709658 -0.569 -0.556 0.877
S 12.695674 12.815712 12.161164 1.072 0.885 -1.001
C 12.150634 13.227331 10.504986 -0.740 -1.335 1.125
N 13.081579 13.779368 9.768715 -1.413 0.022 -1.586
N 10.955152 12.808315 10.135308 0.082 0.606 -1.303
H 15.659529 14.195192 5.721553 -0.722 -0.438 -0.286
H 17.121636 15.147151 5.900224 -0.657 -0.232 -0.812
H 17.290963 14.648954 10.825408 -0.240 -0.160 -0.067
H 15.096638 13.426164 12.408750 -0.061 0.055 -0.081
H 10.360407 12.340905 10.763629 -0.480 -0.470 1.058
H 10.591419 12.805373 9.162593 0.791 0.368 0.344
C 11.403881 15.241512 4.538280 2.076 0.134 -1.355
C 12.476931 16.342282 4.735048 0.009 1.371 -0.481
P 12.785019 16.513520 6.556479 -1.020 -0.448 -0.415
C 11.404979 17.626002 7.212611 3.232 2.234 -2.660
C 10.730331 18.568247 6.214601 -0.563 -0.012 -1.051
C 14.292025 17.459894 6.768180 0.818 1.440 0.606
C 14.003451 18.947990 6.500458 -1.340 0.206 -0.932
H 11.171604 15.147723 3.453870 0.451 -0.493 0.732
H 10.494198 15.496315 4.979929 -1.474 0.602 1.042
H 11.799432 14.354517 5.052876 -0.468 -0.203 -0.795
H 12.088179 17.346159 4.320415 0.711 -1.428 0.717
H 13.476408 16.156488 4.225092 -1.297 -0.101 0.556
H 11.906431 18.288317 7.904895 -0.141 -0.387 0.828
H 10.771523 16.971111 7.621792 -2.562 -2.090 1.900
H 11.343895 19.383317 5.752756 -0.364 -1.073 0.369
H 9.913605 19.058500 6.692839 -0.346 0.785 1.085
H 10.091699 18.067519 5.468573 0.932 -0.247 -0.332
H 15.153314 17.050350 6.216988 -0.603 0.185 0.026
H 14.556506 17.439187 7.844428 -0.035 -0.377 -0.367
H 13.571798 19.201315 5.511261 0.178 -0.670 0.297
H 14.791259 19.648345 6.571787 1.430 0.239 0.377
H 13.256634 19.292491 7.214577 0.184 0.096 -0.015
O 10.715923 12.065959 7.462243 1.428 -1.165 -0.864
C 11.728885 11.698374 6.838520 -2.781 -0.991 0.734
N 12.728128 12.527058 6.528550 -0.211 3.309 1.298
C 13.708489 11.961112 5.848334 3.306 -0.104 -0.757
O 14.781162 12.525513 5.560104 -1.218 -0.599 0.046
C 13.325907 10.560719 5.646775 0.556 -0.187 -0.185
C 14.025946 9.562032 5.043877 -1.528 -1.796 0.205
C 13.364669 8.289345 4.963765 1.550 1.178 0.319
C 12.117163 8.109122 5.499001 -1.000 0.625 0.479
C 11.448488 9.143581 6.185114 1.180 0.783 -0.228
C 12.113609 10.374305 6.277412 -1.690 -1.329 -0.351
H 15.018591 9.736105 4.736349 0.917 -0.019 -0.659
H 13.904740 7.431986 4.599419 0.023 -0.042 -0.401
H 11.604962 7.167703 5.404650 0.081 -0.290 0.003
H 10.486104 8.978908 6.620563 -0.389 -0.009 0.204
N 10.156314 14.761025 8.063291 -1.682 0.060 -1.309
C 9.067289 14.841540 7.613782 0.839 0.444 1.701
N 7.809787 15.079890 7.291062 -0.836 -1.145 -0.520
C 6.849114 15.900749 8.063906 0.780 0.954 -0.191
C 5.917307 15.084269 8.957587 1.914 2.257 1.561
O 5.164949 14.254478 8.207947 -0.725 -1.706 -1.531
C 5.895807 13.404408 7.302972 0.622 -0.048 0.871
C 7.018869 14.132154 6.465574 -1.207 0.134 -0.273
H 6.249184 16.407965 7.324294 -0.290 0.116 -0.454
H 7.426653 16.692481 8.526642 -0.072 -0.038 0.685
H 5.233431 15.808084 9.491327 0.699 -0.861 -0.468
H 6.621022 14.635013 9.713415 -0.908 -0.368 -0.285
H 5.139247 12.950475 6.653080 0.313 0.248 0.001
H 6.361612 12.562260 7.900073 -0.262 0.873 -0.501
H 6.569149 14.715693 5.598849 0.559 -0.740 1.064
H 7.647055 13.332731 6.112095 0.365 -0.101 -0.442

---

2.
74
Properties=species:S:1:pos:R:3:forces:R:3 method="wB97M-V/def2-TZVPD" lumo_ev=3.84 e_above_lowest_ev=0.444 total_charge=-2 gap_ev=5.901 total_energy_ev=-111798.895
K -0.182642 0.530619 -0.850980 0.014 -0.730 0.297
C 3.743896 -0.774283 -0.434260 -0.013 -0.026 -0.029
C 3.299361 -2.120121 0.135548 0.009 -0.004 -0.030
S 1.560270 -2.504532 -0.202566 -0.121 0.043 0.031
C 0.944433 -3.044573 1.411662 0.019 0.009 0.037
C 1.165835 -2.091954 2.586267 0.015 -0.029 -0.063
S 0.439949 -0.462089 2.275410 -0.115 0.112 0.018
C 1.770769 0.658928 2.754415 0.046 0.000 -0.014
C 3.091216 0.559468 1.987415 -0.004 -0.028 0.020
S 2.921166 0.714941 0.188258 -0.013 -0.005 0.000
H 3.530542 -0.738861 -1.505521 -0.017 0.013 0.003
H 4.825946 -0.677564 -0.307460 -0.005 0.019 0.005
H 3.473375 -2.161643 1.210462 -0.013 -0.007 0.009
H 3.936398 -2.889692 -0.309467 -0.019 -0.003 -0.012
H 1.347532 -4.029048 1.667978 -0.003 -0.005 -0.011
H -0.129924 -3.146149 1.228667 0.008 0.010 -0.035
H 2.227910 -1.981625 2.813962 -0.007 0.023 -0.006
H 0.699290 -2.533736 3.470459 0.000 0.008 0.010
H 1.987203 0.562235 3.823262 -0.021 0.021 0.006
H 1.318370 1.639374 2.588210 -0.011 -0.004 -0.025
H 3.597050 -0.381669 2.207816 -0.008 -0.001 -0.023
H 3.749610 1.356868 2.341520 0.007 -0.008 0.007
O -6.347590 1.862315 1.393874 0.001 0.017 0.004
C -5.053407 1.445444 1.171397 0.024 -0.006 -0.019
C -3.981572 2.306652 1.342202 -0.030 -0.157 -0.002
C -2.708124 1.814850 1.089741 -0.052 0.269 0.123
N -2.487850 0.563002 0.696436 0.195 0.184 -0.056
C -3.522382 -0.261729 0.533938 0.047 -0.001 -0.037
C -4.833591 0.142454 0.760583 -0.032 0.042 -0.053
C -3.220969 -1.702981 0.049246 -0.045 0.036 -0.027
O -4.163506 -2.251957 -0.559580 -0.002 -0.046 0.057
O -2.081956 -2.139744 0.315173 0.040 0.003 -0.062
C -1.510451 2.777654 1.289856 0.042 -0.016 0.125
O -1.778345 3.880082 1.805984 -0.021 -0.001 -0.032
O -0.383284 2.366027 0.914988 -0.070 0.221 0.043
H -6.302780 2.787866 1.655999 -0.006 -0.017 -0.005
H -4.087551 3.337051 1.659983 -0.011 -0.004 0.015
H -5.645419 -0.547578 0.579810 0.014 -0.012 0.007
C 0.789864 4.431601 -1.339649 -0.013 0.042 -0.013
C -0.297346 3.589334 -1.941688 -0.111 -0.154 0.163
O -0.052773 2.528999 -2.476830 0.068 0.251 -0.203
C -1.725975 4.024503 -1.802449 -0.116 0.040 0.027
C -2.101965 5.113645 -1.023984 0.060 -0.043 -0.003
C -3.443792 5.429877 -0.869471 -0.045 0.012 -0.006
C -4.415861 4.657281 -1.485755 0.014 0.011 0.009
C -4.048037 3.561669 -2.257884 -0.022 -0.020 -0.008
C -2.710433 3.248386 -2.414799 0.046 0.019 -0.023
H 1.752176 4.002133 -1.607525 -0.006 -0.011 -0.003
H 0.660497 4.400567 -0.253700 0.009 -0.009 0.003
H 0.726265 5.467008 -1.680309 -0.007 0.009 0.019
H -1.353542 5.682977 -0.491129 -0.008 0.001 0.008
H -3.730121 6.260135 -0.236030 0.012 -0.001 0.006
H -5.464804 4.892552 -1.347138 -0.002 0.001 0.001
H -4.806238 2.938497 -2.715346 0.005 0.000 -0.005
H -2.400754 2.394093 -3.002669 -0.005 0.006 0.004
C -2.466470 -0.498988 -3.761720 -0.011 0.001 0.057
C -1.330589 -1.315840 -4.335905 -0.037 -0.017 0.074
O -0.320811 -0.448561 -4.883884 0.188 -0.068 -0.061
P 1.163100 -0.578992 -4.225966 -0.046 0.354 -0.528
O 1.041165 -0.651713 -2.751372 0.441 -0.009 -0.006
Te 2.561895 1.060700 -5.307463 -0.258 -0.318 0.233
O 1.621933 -2.066804 -4.708199 0.048 -0.071 0.090
C 1.743339 -2.394049 -6.082810 -0.079 0.015 -0.015
C 2.628989 -3.616263 -6.202589 0.008 0.013 0.003
H -3.273432 -1.149436 -3.419373 -0.001 -0.019 -0.008
H -2.848544 0.203472 -4.505394 -0.015 -0.008 -0.003
H -2.129465 0.069048 -2.893718 0.026 0.024 -0.052
H -1.683333 -1.959068 -5.147977 0.007 0.035 -0.014
H -0.901948 -1.950385 -3.558182 -0.017 -0.025 -0.021
H 2.171428 -1.547751 -6.628029 0.019 0.005 0.013
H 0.746567 -2.593941 -6.493219 0.009 0.017 -0.015
H 3.595525 -3.415818 -5.739053 0.005 0.000 -0.011
H 2.791174 -3.864962 -7.254219 -0.016 -0.011 -0.003
H 2.178933 -4.476109 -5.703759 0.007 0.009 0.017

---

3.
70
Properties=species:S:1:pos:R:3:forces:R:3 method="wB97M-V/def2-TZVPD" lumo_ev="-2.27 / -2.37" e_above_lowest_ev=0.000 total_charge=+1 spin_multiplicity=3 gap_ev="6.734 / 7.752" total_energy_ev=-123707.716
Ti -0.337483 0.002535 0.763814 -0.021 -0.032 0.336
C 2.198144 0.314912 3.512964 0.018 0.028 0.009
C 3.110726 0.026338 2.333467 0.022 -0.010 0.015
S 2.302604 -0.722223 0.896257 -0.030 0.044 -0.024
C 2.302253 -2.490692 1.287295 -0.047 -0.002 0.024
C 1.278512 -2.943478 2.317624 0.013 -0.013 -0.032
S -0.418971 -2.452048 1.875650 -0.015 0.063 -0.044
C -1.084371 -2.221941 3.547474 0.023 -0.057 -0.004
C -2.405549 -1.471587 3.503442 -0.025 0.014 0.033
S -2.352036 0.195009 2.795752 0.108 0.046 -0.169
C -1.744815 1.218580 4.154288 0.036 0.000 0.049
C -0.257443 1.112295 4.467569 -0.059 -0.006 -0.041
S 0.761992 1.280208 2.971202 0.007 -0.012 -0.023
H 2.735381 0.885661 4.271319 0.015 -0.015 0.003
H 1.837448 -0.606637 3.967940 -0.014 0.000 0.006
H 3.936848 -0.615688 2.641756 -0.001 0.006 0.017
H 3.548031 0.955268 1.964818 -0.012 -0.003 -0.024
H 3.306337 -2.770928 1.608297 0.006 0.010 0.020
H 2.107563 -2.963304 0.326554 0.004 0.000 0.001
H 1.505137 -2.529670 3.299681 -0.017 -0.005 0.003
H 1.313983 -4.029927 2.401916 -0.012 -0.004 -0.009
H -0.347967 -1.693029 4.151257 -0.008 0.004 0.007
H -1.249408 -3.201542 3.999309 0.007 0.002 0.004
H -2.834894 -1.402518 4.504107 -0.010 -0.003 -0.006
H -3.122854 -2.006228 2.879018 0.005 -0.012 0.000
H -2.328367 1.006933 5.051536 0.005 -0.005 0.000
H -1.998030 2.236534 3.853065 0.004 0.008 0.014
H -0.028224 0.153383 4.929852 0.005 0.000 -0.014
H 0.022744 1.893676 5.174138 0.006 0.009 -0.004
O 0.320217 -2.378469 -0.993833 0.071 0.145 -0.143
S 0.307153 -1.395608 -2.065592 0.117 -0.094 0.049
O -0.740816 -1.536782 -3.052335 0.021 0.004 0.029
N 0.293934 0.026432 -1.342749 -0.085 0.017 -0.105
C 0.094154 1.195088 -2.077341 0.070 -0.139 -0.020
C 0.301336 1.370965 -3.429781 -0.036 0.013 0.084
C 0.065372 2.615751 -4.043826 -0.028 0.069 0.057
C -0.380014 3.693244 -3.330426 0.031 -0.050 -0.060
C -0.616369 3.553356 -1.945093 0.022 -0.068 0.036
C -1.102992 4.607361 -1.142268 0.000 -0.054 0.094
C -1.336422 4.392254 0.187661 0.009 0.068 -0.075
C -1.079344 3.120032 0.718608 -0.009 0.013 0.054
N -0.619787 2.109560 0.012966 0.012 -0.020 -0.010
C -0.377361 2.307644 -1.319207 -0.015 0.094 -0.089
C 1.845728 -1.552309 -2.932999 -0.054 -0.063 -0.051
C 1.951564 -2.569841 -3.875265 -0.037 0.004 0.009
C 3.148943 -2.749608 -4.545500 0.056 0.026 -0.001
C 4.227110 -1.911658 -4.281542 -0.028 -0.031 -0.016
C 4.107560 -0.893104 -3.349167 -0.014 0.025 0.027
C 2.911694 -0.708667 -2.667167 0.020 0.019 0.022
H 0.634883 0.544340 -4.039442 0.000 -0.003 -0.012
H 0.243949 2.709290 -5.106996 -0.003 0.003 -0.002
H -0.560519 4.648855 -3.804653 0.003 -0.003 -0.009
H -1.286958 5.574306 -1.594068 -0.007 0.003 0.007
H -1.708159 5.174642 0.834138 -0.001 0.002 -0.009
H -1.253885 2.935355 1.772824 -0.013 -0.011 -0.019
H 1.098935 -3.203259 -4.082086 0.000 0.006 0.004
H 3.241546 -3.538652 -5.279597 0.000 -0.002 0.000
H 5.160232 -2.050429 -4.811378 -0.002 -0.004 -0.003
H 4.943683 -0.234642 -3.154055 -0.001 0.001 0.001
H 2.801455 0.086847 -1.942681 0.007 -0.008 -0.006
C -3.706433 -1.460666 -2.012742 -0.004 -0.016 0.016
S -2.867157 -0.036147 -1.352295 -0.060 -0.034 -0.006
C -4.297995 0.889116 -0.809054 0.006 -0.002 0.008
O -2.252628 -0.544605 -0.048298 -0.055 0.018 0.012
H -4.330225 -1.892974 -1.231757 -0.029 0.012 -0.008
H -2.936293 -2.157465 -2.335833 0.012 0.054 -0.007
H -4.300719 -1.136701 -2.867095 -0.001 -0.032 0.001
H -4.890286 1.165646 -1.680928 0.005 -0.003 0.000
H -3.933339 1.788786 -0.314878 0.007 -0.013 -0.003
H -4.879034 0.282822 -0.115629 -0.003 0.002 0.002

---

4.
65
Properties=species:S:1:pos:R:3:forces:R:3 method="wB97M-V/def2-TZVPD" lumo_ev=0.64 e_above_lowest_ev=1.712 gap_ev=8.312 smiles="CCOc1ccc(NC(=O)[C@H]2CC[C@H](CNc3c(N4CCCCC4)c(=O)c3=O)CC2)cc1" total_energy_ev=-39121.325
C 3.525016 -0.683353 3.910467 0.097 0.311 -0.302
C 4.405500 0.363382 3.236373 0.134 -0.333 0.299
O 3.657837 1.421821 2.668168 -0.172 0.189 -0.080
C 2.995704 1.231786 1.495016 -0.120 0.117 -0.215
C 2.182120 2.293574 1.091468 0.217 -0.168 0.045
C 1.466520 2.236901 -0.085067 0.013 0.032 0.005
C 1.552742 1.108170 -0.893822 0.115 -0.078 0.333
C 2.370822 0.055068 -0.504740 -0.227 0.232 -0.142
C 3.082886 0.108018 0.679236 0.246 0.133 0.324
H 3.686489 -0.741131 0.952648 0.042 -0.090 0.081
H 2.440705 -0.828785 -1.122133 -0.039 -0.143 -0.055
N 0.858095 1.014567 -2.115959 0.282 -0.240 -0.278
C -0.371077 1.529772 -2.371956 0.101 -0.074 -0.452
O -1.001322 2.169953 -1.552097 -0.161 0.193 0.170
C -0.920713 1.320100 -3.790912 -0.217 0.179 -0.077
C -2.451174 1.297905 -3.708770 0.063 0.200 0.183
C -2.913275 0.136604 -2.815554 0.135 0.009 0.067
C -1.851756 -0.966111 -2.757940 -0.309 -0.392 -0.137
C -1.255332 -1.177551 -4.145150 0.070 -0.027 0.239
C -0.470197 0.076513 -4.570049 0.014 0.027 0.027
H 0.602604 -0.093859 -4.465658 0.035 -0.013 -0.100
H -0.644363 0.268140 -5.631131 0.109 0.041 0.030
H -0.594732 -2.044962 -4.133180 -0.026 -0.062 -0.051
H -2.060129 -1.381274 -4.853882 -0.039 -0.050 -0.070
H -1.041373 -0.640738 -2.099495 -0.025 -0.123 -0.002
C -2.386175 -2.255447 -2.121474 0.379 0.226 -0.391
N -2.523982 -2.090664 -0.686401 -0.260 0.168 0.399
C -1.392151 -1.949490 0.038845 -0.214 -0.045 0.438
C -1.048694 -1.461713 1.308459 -0.339 0.125 -0.210
N -1.659172 -0.767893 2.276556 0.021 -0.501 -0.153
C -2.813501 0.065428 2.014916 -0.186 0.291 -0.292
H -3.396624 -0.357470 1.196557 -0.037 -0.001 0.077
C -2.371485 1.495626 1.693788 -0.113 -0.070 0.205
C -1.549586 2.043718 2.858426 0.161 -0.055 -0.203
C -0.376271 1.114216 3.159019 -0.243 -0.099 0.152
H 0.175720 1.465164 4.031285 0.101 0.000 0.018
C -0.874817 -0.309851 3.407336 0.492 0.225 0.293
H -0.036127 -0.989487 3.554460 -0.091 -0.001 0.036
H -1.517799 -0.337798 4.293622 0.028 -0.032 -0.009
H 0.306864 1.103821 2.308168 0.052 -0.037 0.024
H -1.179032 3.038749 2.611139 -0.038 0.077 0.057
H -2.185668 2.129375 3.744035 -0.025 0.068 0.058
H -3.250087 2.119219 1.522050 -0.037 0.012 -0.072
H -1.769598 1.502852 0.782170 -0.016 -0.014 -0.092
H -3.436800 0.065106 2.916321 -0.028 -0.049 -0.090
C 0.316418 -2.005370 1.194683 0.481 -0.130 0.593
O 1.253447 -2.128043 1.953981 -0.268 -0.009 -0.316
C -0.019949 -2.396020 -0.222758 0.228 0.128 -0.626
O 0.587110 -2.776644 -1.203568 -0.095 -0.097 0.193
H -3.344018 -1.583822 -0.382942 0.173 -0.092 0.022
H -3.355212 -2.541501 -2.534662 0.036 -0.015 -0.011
H -1.671717 -3.063329 -2.291642 -0.112 0.007 -0.041
H -3.098010 0.513815 -1.808059 -0.071 0.000 0.026
H -3.850420 -0.272387 -3.201200 -0.047 -0.070 0.014
H -2.811644 2.241789 -3.301518 -0.029 -0.020 -0.106
H -2.850802 1.187091 -4.717754 0.014 0.020 -0.052
H -0.604664 2.213277 -4.344798 0.005 -0.063 0.076
H 1.241662 0.339984 -2.761268 -0.162 0.181 -0.004
H 0.834665 3.059410 -0.375763 -0.025 0.056 -0.014
H 2.127808 3.164179 1.726112 -0.014 0.110 0.086
H 5.039417 0.855752 3.980500 -0.019 -0.101 -0.165
H 5.056041 -0.098756 2.484216 -0.020 0.091 0.045
H 2.916155 -0.211499 4.678316 -0.047 0.034 0.108
H 2.865524 -1.163128 3.192193 -0.036 -0.074 0.008
H 4.150641 -1.441368 4.373765 0.063 -0.113 0.075